Model P:
# C2H4P2

A single C2H4P2 molecule (ωB97M-V/def2-TZVPD, the OMol25 dataset).

XYZ file:
```
8
Properties=species:S:1:pos:R:3:lowdin_charge:R:1
C -1.2036 0.0322 0.9693 -0.3326
C 0.8886 -0.2087 -0.9067 -0.8172
P -0.4965 0.8982 -0.3394 0.5585
P 1.7708 1.1720 -0.0652 0.5962
H -2.0353 0.4855 1.4777 -0.0218
H -0.8873 -0.9419 1.3058 -0.0035
H 0.9725 -1.1925 -0.4540 0.0151
H 0.9907 -0.2448 -1.9874 0.0053
```

Net charge   0
Kohn-Sham gap (alpha / beta)   0.2644 / 0.2402 Ha
Structure (SMILES)   C=P1=PC1


Model Q:
# C2H4P2

A single C2H4P2 molecule (ωB97M-V/def2-TZVPD, the OMol25 dataset).

XYZ file:
```
8
Properties=species:S:1:pos:R:3:lowdin_charge:R:1
C -1.0936 1.0141 0.6202 -0.3025
C 0.6234 -1.0126 -0.4575 -0.6632
P 0.3118 0.7023 -0.3326 0.4989
P 2.1206 -0.0949 0.4363 0.5578
H -1.8925 0.3737 0.2435 -0.0076
H -1.3495 2.0559 0.5044 -0.0300
H 0.1740 -1.5691 0.2426 -0.0314
H 1.1058 -1.4695 -1.2570 -0.0219
```

Net charge   0
Kohn-Sham gap (alpha / beta)   0.2417 / 0.2640 Ha
Structure (SMILES)   C=P1=PC1


Model R:
# C2H4P2

A single C2H4P2 molecule (ωB97M-V/def2-TZVPD, the OMol25 dataset).

XYZ file:
```
8
Properties=species:S:1:pos:R:3:lowdin_charge:R:1
C 0.5029 -1.0777 -0.3511 -0.7243
C -0.6500 2.0419 0.8444 -0.3930
P 0.3390 0.6159 0.9949 0.7797
P 1.4331 -2.5568 -0.5813 0.6692
H -0.3450 -0.9807 -1.0230 -0.0833
H -0.5896 2.6778 1.7082 -0.0399
H -1.2858 2.3200 0.0216 -0.0306
H 0.5954 -3.0404 -1.6138 -0.1777
```

Net charge   0
Kohn-Sham gap   0.2997 Ha
Structure (SMILES)   [H]/P=C/P=C


It is model R that is the least stable of them.